(1)
DFT (ωB97M-V/def2-TZVPD) results for a molecular structure, C12H16Cl24FO4PSi at a distorted geometry.

```
59
C12H16Cl24FO4PSi ωB97M-V/def2-TZVPD
C -1.77783 4.46644 -1.77366
C -2.78164 3.24586 -1.93902
C -3.12395 2.65221 -0.52290
F -4.44953 2.95545 -0.26233
O -2.99500 1.22348 -0.49430
P -3.05476 0.66040 1.08276
O -4.30063 -0.19347 1.20203
O -3.17117 1.87961 2.21453
O -1.76501 -0.30115 1.51664
Si -0.30915 -0.04063 0.61137
C 1.12246 -0.60187 1.76468
C -0.23265 -1.22349 -0.89646
C 0.06157 1.77061 0.17252
H -2.31715 5.42834 -1.61827
H -1.08606 4.31989 -0.91158
H -1.15188 4.53828 -2.69792
H -3.68567 3.67773 -2.42769
H -2.28804 2.45703 -2.54839
H -2.42489 3.13848 0.19997
H -2.74040 1.51633 3.00678
H 2.10327 -0.59591 1.23893
H 0.89580 -1.55529 2.30706
H 1.17245 0.19996 2.55657
H -0.11578 -0.68776 -1.86825
H -1.11225 -1.91985 -0.91521
H 0.66162 -1.89781 -0.81329
H -0.29707 2.52227 0.91203
H 1.15666 1.87137 -0.04565
H -0.44183 1.97633 -0.81134
C 2.48728 -4.44857 2.53162
Cl 0.98438 -4.28648 1.60230
Cl 2.14793 -4.18936 4.25244
Cl 3.15731 -6.07322 2.29650
Cl 3.66299 -3.24702 1.97502
C 0.51455 2.27251 -4.82901
Cl 1.35574 3.66904 -4.13195
Cl 1.68903 1.21303 -5.62746
Cl -0.30979 1.37511 -3.53927
Cl -0.68057 2.83212 -6.01224
C 5.99708 -9.24378 1.03801
Cl 4.60242 -8.32484 1.63487
Cl 5.89302 -10.91853 1.60975
Cl 6.00150 -9.22262 -0.73453
Cl 7.48942 -8.50247 1.64202
C 6.93352 -3.94403 -0.38148
Cl 7.60142 -3.26787 1.11539
Cl 6.33929 -5.58633 -0.07533
Cl 5.59816 -2.92182 -0.94665
Cl 8.19890 -3.99818 -1.62200
C -4.37265 -0.63846 5.73914
Cl -3.39037 -0.35318 4.29019
Cl -3.31067 -0.99468 7.11486
Cl -5.33549 0.80702 6.09369
Cl -5.45107 -2.01305 5.45287
C -3.84411 7.68835 -3.73359
Cl -3.43933 7.97280 -2.03056
Cl -3.60262 9.18452 -4.65267
Cl -2.79814 6.41546 -4.39299
Cl -5.53798 7.18326 -3.86048
```

## Properties
E, eV: -341317.38697


(2)
DFT (ωB97M-V/def2-TZVPD) results for C12H16ClNO6S in the gas phase.

```
37
C12H16ClNO6S ωB97M-V/def2-TZVPD
C 3.34923 0.61285 -4.25718
H 3.73522 1.48893 -3.72270
O 2.42688 -0.09779 -3.46959
C 2.98588 -0.56423 -2.26334
C 1.87670 -1.23597 -1.44972
N 2.33032 -1.81969 -0.21123
S 2.62661 -0.76145 1.05668
O 3.34865 -1.51480 2.03527
O 3.18535 0.47984 0.59719
C 0.95429 -0.47000 1.60543
C 0.26916 -1.50854 2.20844
C -1.03709 -1.30595 2.60650
C -1.67115 -0.06631 2.40536
C -0.95271 0.96091 1.79922
C 0.35852 0.75566 1.39980
H 0.93055 1.54284 0.93529
H -1.40843 1.92408 1.63128
O -2.94944 0.02182 2.83897
C -3.66283 1.21112 2.62120
C -3.89509 1.54659 1.14656
O -4.22861 2.63622 0.76637
O -3.70294 0.48562 0.37417
C -3.89210 0.64563 -1.02736
H -2.92575 0.81965 -1.50336
H -4.32747 -0.28063 -1.39571
H -4.55457 1.49067 -1.22211
H -4.64143 1.04876 3.08455
H -3.19069 2.07395 3.10832
Cl -1.92529 -2.56930 3.35667
H 0.76393 -2.45233 2.36526
H 3.08830 -2.47741 -0.31669
H 1.11979 -0.49272 -1.19241
H 1.40499 -2.01249 -2.05848
H 3.78746 -1.29290 -2.47247
H 3.41487 0.26436 -1.68383
H 2.81340 0.93452 -5.14773
H 4.19550 -0.02152 -4.54862
```

## Properties
SMILES: COCCNS(=O)(=O)c1ccc(OCC(=O)OC)c(Cl)c1
E, eV: -49835.16227


(3)
DFT (ωB97M-V/def2-TZVPD) results for a molecular structure, C12H16F6N3O7S2Tl at a distorted geometry.

```
47
C12H16F6N3O7S2Tl ωB97M-V/def2-TZVPD
Tl 12.46794 9.84535 6.00576
F 17.31736 9.20384 4.39245
C 16.17133 9.74874 4.54350
F 15.63196 9.40713 5.71537
F 16.37427 11.03754 4.59600
S 14.89904 9.36217 3.30400
O 15.40936 9.92996 2.10296
O 13.69891 9.96827 3.85677
N 14.90691 7.82644 3.26203
S 13.86547 6.90237 3.90981
O 13.47760 7.36329 5.22931
O 12.88266 6.40711 2.99659
C 14.91303 5.38320 4.18803
F 14.16900 4.33562 4.57915
F 15.83840 5.45331 5.14009
F 15.53376 5.08748 3.01407
C 14.95196 14.30742 4.49079
O 13.68136 13.84781 4.96734
C 12.67791 14.04466 4.02206
C 11.36314 13.52100 4.47104
O 11.29177 12.14878 4.57398
C 11.33393 11.59833 3.24324
H 14.98621 15.35152 4.35756
H 15.22728 13.79061 3.58871
H 15.68343 14.05032 5.26196
H 13.00624 13.63364 3.03571
H 12.68932 15.11055 3.71510
H 10.64981 13.84805 3.69575
H 11.20812 14.09441 5.36643
H 10.38763 11.71105 2.76080
H 11.55317 10.51205 3.14509
H 12.06030 12.08352 2.64989
N 6.80006 10.73482 3.77952
C 6.54018 9.41891 3.72327
O 5.43817 8.89353 3.58956
C 7.78522 8.62947 3.85194
C 7.78368 7.24648 3.86440
C 8.87560 6.46508 4.01169
C 10.09523 7.09730 4.26938
N 10.16369 8.41311 4.22228
C 9.06011 9.15630 4.00322
H 6.03041 11.30902 3.85492
H 7.70446 11.00229 4.25326
H 6.79364 6.80243 3.73767
H 8.84329 5.41646 4.11702
H 10.95660 6.52242 4.39901
H 9.21769 10.21532 4.10523
```

## Properties
E, eV: -74173.19741


(4)
DFT (ωB97M-V/def2-TZVPD) results for C12H16IN in the gas phase at a distorted geometry.

```
30
C12H16IN ωB97M-V/def2-TZVPD
C 1.60918 -2.64292 1.29966
C 1.58639 -2.97148 -0.08317
C 1.06664 -1.39361 1.64366
C 0.99395 -2.20748 -1.00866
C 0.52252 -0.58626 0.71448
C 0.42087 -1.01540 -0.63658
C -0.05081 0.88781 0.84186
C -1.05090 0.85312 -0.30028
C 1.18064 1.76478 0.37542
C -0.60565 1.30935 2.15140
C -1.62254 2.15159 -0.74424
C -0.74282 -0.46797 -2.65793
N -0.13206 -0.04268 -1.45698
I -2.63138 -0.52267 0.28088
H 1.94003 -3.22149 2.13549
H 2.03901 -3.88735 -0.39457
H 0.87269 -1.10959 2.83134
H 0.73519 -2.67803 -1.95727
H 1.20830 2.61531 1.10916
H 0.89398 2.12520 -0.62118
H 2.07116 1.05751 0.28496
H -1.28285 2.15768 2.13276
H 0.06649 1.58872 2.84577
H -1.34073 0.57065 2.66138
H -1.96503 2.02121 -1.80625
H -0.84065 2.98122 -0.45770
H -2.41563 2.54535 -0.13671
H -0.00184 -0.86472 -3.30423
H -1.36548 -1.34748 -2.64924
H -1.15866 0.32965 -3.09323
```

## Properties
SMILES: CN1c2ccccc2C(C)(C)[C@]1(C)I
E, eV: -22291.87831


(5)
DFT (ωB97M-V/def2-TZVPD) results for a molecular structure, C12H16MoO9P2S at a distorted geometry.

```
41
C12H16MoO9P2S ωB97M-V/def2-TZVPD
Mo 0.49964 -0.52055 0.42134
O 1.05235 -2.66184 1.78037
P 0.97430 -1.70423 3.11174
O 0.78753 -2.45099 4.34432
O 0.07627 -0.57775 2.65679
O 2.51401 -1.09341 3.03982
P 2.95383 0.23554 2.29055
O 2.39972 1.43090 3.15401
O 4.35270 0.30641 1.93016
O 1.95268 0.22019 1.02469
H 1.27677 -3.56956 2.02927
H 1.48971 1.29647 3.47210
O -2.60382 -2.90090 0.56098
C -2.23528 -1.76984 0.46152
O -0.92624 -1.46648 0.24118
C -3.09037 -0.56383 0.51455
C -4.46640 -0.82706 0.57686
C -5.39068 0.18738 0.63495
C -4.94379 1.50624 0.62982
C -3.59654 1.78588 0.56770
C -2.63454 0.76727 0.51091
S -0.98581 1.40014 0.43562
H -4.76490 -1.86643 0.58094
H -6.44762 -0.03580 0.68136
H -5.65448 2.32155 0.66929
H -3.25002 2.81179 0.56114
C 3.27287 -0.22933 -1.98254
C 1.88860 0.38870 -2.26009
C 1.87983 1.86997 -1.82128
C 1.60224 0.33248 -3.76504
C 0.82206 -0.37119 -1.49600
H 4.04444 0.32844 -2.51489
H 3.30152 -1.26490 -2.32672
H 3.51359 -0.20475 -0.92266
H 2.55596 2.43564 -2.46362
H 2.21321 1.98284 -0.79280
H 0.88005 2.29583 -1.91512
H 2.33404 0.92599 -4.31313
H 0.60904 0.73344 -3.97875
H 1.64950 -0.69444 -4.13305
H 0.09404 -0.78980 -2.19631
```

## Properties
E, eV: -62406.21852


(6)
DFT (ωB97M-V/def2-TZVPD) results for C12H16N2O4 in the gas phase at a distorted geometry.

```
34
C12H16N2O4 ωB97M-V/def2-TZVPD
C 0.60461 -0.30835 0.42895
C 2.05654 -0.48105 0.00693
C 0.07712 -1.68934 0.89312
C -1.37754 -1.49520 1.05324
C -1.89344 -0.55238 1.90017
C -2.35293 -2.41732 0.66030
C -3.28233 -0.40753 2.17420
C -3.81324 -2.11586 0.68885
C -4.25394 -1.19696 1.58413
C 2.44202 1.81225 -0.88710
C 2.31541 2.26318 -2.35121
C 3.52271 2.47379 -0.20421
H -0.64985 -0.54720 -1.27167
H -0.88008 0.81019 -0.35377
H 0.51088 0.42973 1.26400
H 0.36872 -2.62219 0.23498
H 0.84055 -1.73676 1.73273
H -1.29818 0.01985 2.47901
H -1.88985 -3.38220 0.13160
H -3.39904 0.38507 2.93258
H -4.39310 -2.75918 -0.04842
H -6.41083 -1.27923 2.15382
H 3.59027 0.00659 -1.10028
H 1.48500 1.95145 -0.41454
H 3.31654 3.50091 -0.28248
H 3.75505 2.23027 0.81801
H 4.36315 2.49275 -0.77752
H 3.44810 2.29559 -3.97301
N -0.13620 0.16988 -0.73073
N 2.59913 0.28476 -0.90978
O 2.69163 -1.34673 0.67957
O -5.61479 -0.84271 1.89018
O 1.31670 2.18245 -3.01363
O 3.57300 2.47081 -3.02184
```

## Properties
SMILES: C[C@H](NC(=O)[C@@H](N)Cc1ccc(O)cc1)C(=O)O
E, eV: -23870.79404


LUMO? In order: -0.15, 0.52, -0.11, 0.53, -1.51, 0.57 eV.